This record from OMol25 describes a cluster of 23 separate species, C74H185N12O34 in total in a non-equilibrium geometry. The level of theory is ωB97M-V/def2-TZVPD.

Results
Net charge ... +1
Spin multiplicity ... 1
LUMO energy ... -0.045 Ha
Orbital gap ... 8.1 eV
Max |F| ... 3.46 eV/Å
Electronic energy ... -167226.81223 eV

Positions of all 305 atoms, in Å:
1 O 4.977 -33.090 -5.401
2 O 14.956 -25.626 -10.984
3 O 13.403 -28.678 -17.410
4 O 13.495 -23.862 -12.504
5 O 12.249 -29.823 -15.803
6 O 4.136 -31.256 -15.911
7 O 11.599 -28.607 -11.561
8 O 7.265 -28.952 -15.629
9 O 7.565 -34.519 -6.361
10 O 8.219 -27.616 -11.600
11 O 12.670 -32.947 -13.721
12 O 9.959 -30.474 -17.928
13 O 12.070 -25.020 -7.126
14 O 16.431 -27.139 -10.412
15 O 6.737 -27.578 -9.942
16 O 13.944 -27.970 -5.883
17 O 9.219 -31.987 -13.509
18 O 13.323 -21.067 -10.369
19 O 13.854 -24.348 -17.973
20 O 15.072 -22.202 -9.565
21 O 9.899 -34.461 -6.433
22 O 9.878 -22.868 -19.414
23 O 2.812 -27.535 -13.158
24 O 7.557 -32.247 -12.041
25 O 17.112 -21.748 -14.008
26 O 11.984 -25.486 -17.512
27 O 11.670 -27.212 -7.424
28 O 8.840 -32.378 -17.379
29 O 9.199 -22.167 -10.344
30 O 7.635 -23.061 -13.523
31 O 7.919 -21.570 -15.201
32 O 8.979 -27.341 -20.242
33 O 11.303 -33.752 -8.471
34 O 6.039 -27.079 -15.349
35 N 6.369 -31.855 -8.262
36 N 7.591 -20.483 -12.012
37 N 6.812 -31.444 -15.251
38 N 16.914 -21.014 -11.433
39 N 13.011 -31.377 -9.383
40 N 11.804 -21.790 -13.709
41 N 10.758 -32.337 -15.721
42 N 11.151 -28.019 -18.422
43 N 16.485 -25.820 -7.325
44 N 5.405 -27.614 -12.736
45 N 9.138 -29.076 -13.447
46 N 12.530 -23.760 -20.178
47 C 12.635 -34.253 -13.130
48 C 10.363 -26.069 -5.714
49 C 9.126 -23.229 -9.350
50 C 16.386 -26.384 -12.601
51 C 4.627 -26.514 -12.082
52 C 8.179 -31.401 -19.397
53 C 8.717 -20.980 -9.805
54 C 5.896 -30.827 -9.293
55 C 2.012 -27.669 -14.368
56 C 13.600 -30.054 -9.357
57 C 12.064 -27.264 -11.198
58 C 17.724 -26.287 -7.905
59 C 15.844 -26.438 -11.224
60 C 13.951 -25.860 -16.127
61 C 17.089 -22.807 -13.023
62 C 11.788 -22.508 -15.013
63 C 11.394 -22.674 -12.568
64 C 7.552 -22.635 -14.759
65 C 17.990 -23.062 -10.672
66 C 7.950 -27.452 -10.372
67 C 10.132 -26.521 -20.063
68 C 14.666 -29.742 -15.719
69 C 7.910 -31.966 -8.327
70 C 5.582 -25.227 -11.960
71 C 8.900 -22.434 -18.518
72 C 11.754 -21.784 -21.515
73 C 4.649 -32.543 -15.656
74 C 6.017 -32.074 -5.649
75 C 12.077 -33.555 -17.455
76 C 10.117 -26.815 -13.830
77 C 6.150 -32.676 -15.795
78 C 16.662 -22.044 -15.337
79 C 9.491 -33.717 -11.874
80 C 10.891 -20.599 -13.795
81 C 13.171 -25.212 -17.244
82 C 13.229 -21.298 -13.590
83 C 17.770 -22.143 -11.870
84 C 11.775 -33.405 -15.932
85 C 15.161 -26.696 -7.601
86 C 7.049 -23.714 -15.679
87 C 16.132 -24.491 -7.958
88 C 6.795 -27.809 -16.010
89 C 12.165 -22.346 -20.212
90 C 5.910 -33.240 -8.571
91 C 12.460 -33.329 -7.838
92 C 6.633 -33.977 -15.263
93 C 9.063 -31.356 -18.100
94 C 9.167 -27.135 -9.484
95 C 8.951 -34.463 -4.325
96 C 7.764 -18.648 -10.420
97 C 8.465 -19.893 -10.948
98 C 12.900 -22.661 -8.758
99 C 13.035 -33.052 -15.112
100 C 12.120 -23.999 -12.491
101 C 5.859 -31.370 -6.931
102 C 16.707 -25.671 -5.853
103 C 14.974 -27.936 -6.833
104 C 11.630 -28.828 -12.959
105 C 11.054 -22.073 -19.189
106 C 13.297 -29.449 -16.330
107 C 7.913 -26.501 -20.523
108 C 3.420 -26.250 -12.947
109 C 11.904 -28.260 -20.783
110 C 12.654 -31.824 -7.950
111 C 7.136 -27.389 -17.376
112 C 8.693 -32.546 -12.467
113 C 13.796 -21.921 -9.637
114 C 10.391 -28.306 -13.795
115 C 11.381 -27.319 -19.746
116 C 4.261 -30.935 -17.245
117 C 11.415 -26.082 -6.863
118 C 11.810 -31.354 -10.249
119 C 14.053 -32.229 -10.045
120 C 8.754 -34.534 -5.871
121 H 4.369 -32.816 -14.623
122 H 8.919 -26.732 -8.534
123 H 16.592 -20.560 -12.303
124 H 16.894 -23.776 -7.778
125 H 11.677 -24.262 -20.339
126 H 10.571 -28.917 -18.529
127 H 12.072 -20.764 -21.524
128 H 10.641 -27.390 -17.810
129 H 11.365 -22.266 -18.129
130 H 17.366 -26.400 -8.978
131 H 13.425 -26.562 -15.443
132 H 12.793 -28.762 -20.464
133 H 9.837 -20.885 -13.966
134 H 12.860 -34.382 -17.555
135 H 12.196 -21.783 -15.712
136 H 12.502 -28.311 -13.414
137 H 18.485 -25.517 -7.853
138 H 6.097 -33.417 -9.618
139 H 9.439 -19.749 -11.434
140 H 15.536 -25.979 -13.153
141 H 4.165 -33.232 -16.342
142 H 11.636 -22.175 -11.658
143 H 14.669 -30.134 -9.033
144 H 8.174 -31.899 -9.367
145 H 17.031 -22.968 -15.794
146 H 2.767 -25.496 -12.426
147 H 10.237 -25.951 -21.040
148 H 5.277 -30.991 -17.541
149 H 11.986 -34.910 -13.744
150 H 10.380 -25.070 -5.176
151 H 15.818 -25.290 -5.350
152 H 3.740 -31.487 -18.013
153 H 9.221 -26.648 -14.457
154 H 8.002 -26.743 -17.209
155 H 14.498 -31.574 -10.794
156 H 8.232 -32.892 -7.859
157 H 6.424 -33.935 -7.876
158 H 11.794 -29.909 -13.047
159 H 14.807 -26.332 -16.585
160 H 11.357 -30.426 -10.023
161 H 10.392 -32.401 -14.818
162 H 8.041 -26.043 -21.527
163 H 7.008 -32.540 -5.468
164 H 5.884 -31.301 -4.900
165 H 15.904 -28.261 -6.271
166 H 4.750 -31.324 -7.053
167 H 9.844 -23.092 -8.512
168 H 7.531 -34.417 -15.649
169 H 9.715 -26.434 -10.091
170 H 8.782 -21.348 -18.464
171 H 2.646 -27.718 -15.249
172 H 16.966 -26.675 -5.473
173 H 9.894 -32.299 -16.381
174 H 11.396 -26.546 -11.714
175 H 18.178 -22.658 -9.671
176 H 11.180 -33.793 -18.058
177 H 11.119 -31.341 -15.762
178 H 6.731 -20.851 -11.541
179 H 15.167 -28.795 -15.454
180 H 12.236 -22.223 -22.427
181 H 8.056 -34.645 -3.722
182 H 14.697 -30.370 -14.834
183 H 9.822 -35.112 -4.095
184 H 13.093 -27.134 -11.395
185 H 12.857 -23.774 -8.897
186 H 10.586 -34.113 -7.753
187 H 14.460 -25.094 -15.501
188 H 8.756 -34.371 -11.442
189 H 14.830 -28.698 -7.550
190 H 13.042 -21.818 -19.937
191 H 13.065 -29.336 -8.687
192 H 10.809 -21.020 -19.306
193 H 7.905 -25.599 -19.870
194 H 15.360 -30.247 -16.406
195 H 10.592 -28.625 -14.801
196 H 7.036 -27.075 -20.557
197 H 6.014 -31.276 -10.252
198 H 11.226 -20.158 -14.730
199 H 14.773 -32.483 -9.343
200 H 11.179 -29.069 -20.891
201 H 10.155 -34.205 -12.596
202 H 10.058 -33.432 -11.004
203 H 6.881 -33.778 -14.181
204 H 9.294 -24.184 -9.875
205 H 7.747 -21.243 -9.353
206 H 11.771 -31.341 -7.639
207 H 11.945 -22.210 -9.039
208 H 17.628 -25.138 -5.624
209 H 11.583 -24.347 -11.626
210 H 8.310 -31.181 -7.713
211 H 10.676 -26.819 -4.978
212 H 3.797 -25.839 -13.857
213 H 6.353 -23.387 -16.427
214 H 5.622 -24.706 -12.928
215 H 13.620 -21.211 -12.548
216 H 7.965 -22.865 -18.798
217 H 8.235 -18.088 -9.600
218 H 9.196 -33.423 -4.080
219 H 15.586 -22.193 -15.209
220 H 6.160 -30.350 -6.900
221 H 5.446 -33.935 -5.567
222 H 8.661 -28.670 -12.642
223 H 7.388 -28.238 -17.998
224 H 7.158 -30.919 -16.016
225 H 13.629 -34.655 -12.973
226 H 5.783 -34.698 -15.291
227 H 6.522 -29.931 -9.244
228 H 11.089 -20.043 -12.912
229 H 13.149 -22.397 -7.680
230 H 13.195 -23.991 -20.922
231 H 4.800 -30.797 -9.092
232 H 10.722 -22.765 -15.271
233 H 12.543 -32.567 -17.830
234 H 7.910 -24.147 -16.227
235 H 6.598 -25.620 -11.662
236 H 12.393 -33.366 -6.752
237 H 3.855 -29.885 -17.279
238 H 12.025 -27.766 -21.718
239 H 13.884 -33.790 -15.277
240 H 16.906 -21.140 -15.849
241 H 9.126 -22.876 -17.546
242 H 14.327 -25.978 -7.259
243 H 17.483 -20.427 -10.801
244 H 16.037 -23.206 -12.856
245 H 12.326 -23.407 -14.959
246 H 9.206 -30.095 -13.335
247 H 6.755 -18.945 -9.984
248 H 9.680 -28.092 -9.405
249 H 13.430 -31.497 -7.285
250 H 18.763 -21.760 -12.193
251 H 7.990 -22.235 -12.953
252 H 6.195 -30.768 -14.863
253 H 7.568 -17.920 -11.292
254 H 8.453 -32.363 -19.788
255 H 9.386 -20.540 -9.020
256 H 11.914 -27.090 -10.152
257 H 8.382 -30.543 -20.075
258 H 10.311 -22.913 -12.641
259 H 10.690 -21.764 -21.706
260 H 15.140 -24.186 -7.527
261 H 16.025 -24.679 -8.988
262 H 16.700 -27.295 -13.022
263 H 13.884 -21.976 -14.099
264 H 9.791 -26.512 -12.823
265 H 13.928 -24.577 -11.984
266 H 4.428 -26.835 -11.038
267 H 6.462 -24.534 -15.152
268 H 7.614 -31.600 -14.644
269 H 9.409 -26.399 -6.058
270 H 4.874 -33.203 -8.375
271 H 13.199 -20.339 -14.039
272 H 11.429 -34.347 -15.602
273 H 6.209 -27.830 -12.120
274 H 17.188 -25.666 -12.595
275 H 17.691 -23.564 -13.444
276 H 12.056 -31.576 -11.298
277 H 6.270 -26.874 -17.791
278 H 9.956 -25.732 -19.288
279 H 12.175 -28.334 -17.925
280 H 5.740 -27.343 -13.684
281 H 8.501 -29.007 -14.228
282 H 4.800 -28.404 -12.894
283 H 8.138 -23.261 -8.851
284 H 11.838 -24.651 -13.304
285 H 7.162 -31.513 -19.013
286 H 13.153 -27.605 -6.356
287 H 1.337 -26.799 -14.458
288 H 11.256 -32.233 -9.886
289 H 15.142 -26.849 -8.692
290 H 13.530 -32.107 -15.354
291 H 6.384 -32.590 -16.832
292 H 11.019 -26.344 -14.181
293 H 13.345 -33.891 -8.156
294 H 17.121 -23.696 -10.572
295 H 1.366 -28.519 -14.205
296 H 13.387 -24.167 -18.901
297 H 18.744 -23.804 -10.876
298 H 17.973 -27.285 -7.518
299 H 13.551 -29.691 -10.404
300 H 13.641 -33.127 -10.503
301 H 15.589 -21.677 -10.243
302 H 12.100 -26.546 -19.541
303 H 7.385 -19.790 -12.740
304 H 5.314 -24.456 -11.211
305 H 12.258 -34.118 -12.076